1.
Molecular formula: C9H14Si
Method: DFT, wB97M-V/def2-TZVPD

Output
Energy above the lowest of the compared OMol25 structures with the same formula, charge and spin ... 5.4691 eV
2S+1 ... 1
E_HOMO ... -7.3 eV
E_LUMO ... -0.010 hartree
Total charge ... 0
Energy ... -17432.6267 eV
Max |F| ... 3.623 eV/Å
HOMO-LUMO gap ... 7.0 eV

Positions of all 24 atoms, in Å:
C  -2.29  0.47  -0.26
C  -1.07  1.07  -0.04
C  -0.13  -0.07  -0.07
C  -0.69  -1.35  -0.38
C  -2.21  -1.03  -0.48
C  -0.72  2.56  -0.16
C  -3.14  -1.85  0.41
C  2.89  1.18  0.16
C  2.44  -1.76  -0.98
Si  1.72  -0.23  -0.16
H  -3.17  1.06  -0.59
H  -2.49  -1.38  -1.51
H  -0.42  2.99  -1.21
H  0.05  2.89  0.50
H  -1.69  3.03  -0.01
H  -2.98  -1.90  1.53
H  -3.02  -2.79  0.03
H  -4.20  -1.56  0.36
H  3.96  1.04  -0.11
H  2.41  2.07  -0.34
H  2.89  1.44  1.32
H  3.51  -1.91  -0.73
H  1.78  -2.57  -0.83
H  2.40  -1.60  -1.98

What are the natural (NBO) partial charges on each atom? They are as follows, in elementary charge units:
1. C -0.1856
2. C -0.0579
3. C -0.7711
4. C -0.0848
5. C -0.3920
6. C -0.6433
7. C -0.5789
8. C -1.2165
9. C -1.1313
10. Si 1.7706
11. H 0.1965
12. H 0.2438
13. H 0.2130
14. H 0.2084
15. H 0.2294
16. H 0.2049
17. H 0.2082
18. H 0.2028
19. H 0.2607
20. H 0.2688
21. H 0.2721
22. H 0.2388
23. H 0.2932
24. H 0.2500

---

2.
Molecular formula: C9H15AsO7P2RuTe4
Method: DFT, wB97M-V/def2-TZVPD

Output
Energy above the lowest of the compared OMol25 structures with the same formula, charge and spin ... 0.0460 eV
2S+1 ... 2
E_HOMO (spin up / spin down) ... -4.4 / -4.3 eV
E_LUMO (spin up / spin down) ... 0.076 / 0.023 hartree
Total charge ... -1
Energy ... -135090.8623 eV
Max |F| ... 0.254 eV/Å
HOMO-LUMO gap (spin up / spin down) ... 6.4 / 5.0 eV

Positions of all 39 atoms, in Å:
Ru  1.54  1.48  -0.72
Te  2.64  2.91  1.06
Te  8.27  5.52  0.58
Te  6.24  4.36  1.71
Te  4.94  3.21  -0.37
O  2.27  1.22  -4.72
P  2.12  0.88  -3.17
O  0.69  1.02  -2.74
O  3.06  1.70  -2.30
O  2.58  -0.66  -3.12
P  2.59  -1.47  -1.69
O  1.52  -2.65  -1.99
O  1.88  -0.56  -0.70
O  3.92  -2.05  -1.44
H  3.20  1.30  -4.97
H  2.02  -3.46  -2.15
C  -1.52  2.12  1.47
As  -0.29  0.88  0.62
C  0.17  -0.27  2.11
C  -1.48  -0.24  -0.47
C  -2.49  -1.02  0.31
C  -2.19  -2.30  0.76
C  -3.11  -3.02  1.52
C  -4.34  -2.46  1.84
C  -4.65  -1.19  1.39
C  -3.73  -0.48  0.63
H  -2.30  1.58  2.01
H  -1.96  2.77  0.72
H  -0.95  2.74  2.17
H  -0.71  -0.70  2.59
H  0.73  0.33  2.82
H  0.82  -1.06  1.73
H  -0.80  -0.89  -1.02
H  -1.94  0.44  -1.19
H  -1.23  -2.74  0.51
H  -2.86  -4.02  1.86
H  -5.05  -3.02  2.43
H  -5.61  -0.75  1.62
H  -3.99  0.52  0.27

What are the natural (NBO) partial charges on each atom? They are as follows, in elementary charge units:
1. Ru 0.3754
2. Te -0.2632
3. Te -0.2773
4. Te 0.0923
5. Te 0.0359
6. O -0.9813
7. P 2.5401
8. O -1.0806
9. O -1.1205
10. O -1.0935
11. P 2.5576
12. O -1.0033
13. O -1.0961
14. O -1.1233
15. H 0.5055
16. H 0.4989
17. C -0.9729
18. As 1.2605
19. C -0.9767
20. C -0.7804
21. C 0.0810
22. C -0.2507
23. C -0.1958
24. C -0.2397
25. C -0.2099
26. C -0.2569
27. H 0.2241
28. H 0.2327
29. H 0.2366
30. H 0.2215
31. H 0.2374
32. H 0.2583
33. H 0.2705
34. H 0.2428
35. H 0.2233
36. H 0.2073
37. H 0.2059
38. H 0.2062
39. H 0.2083

---

3.
Molecular formula: C9H15BrF3I2O2PSi2Ti
Method: DFT, wB97M-V/def2-TZVPD

Output
2S+1 ... 1
E_HOMO ... -14.4 eV
E_LUMO ... -0.372 hartree
Total charge ... +2
Energy ... -156208.3943 eV
Max |F| ... 1.974 eV/Å
HOMO-LUMO gap ... 4.2 eV

Positions of all 36 atoms, in Å:
C  3.99  1.24  2.35
C  3.01  1.57  1.70
Si  1.55  1.95  0.61
Br  2.17  2.90  -1.18
O  0.60  0.69  0.68
Si  -0.52  0.02  -0.45
C  0.41  -0.88  -1.75
I  -0.86  -1.23  -3.42
C  1.10  -2.15  -1.20
C  2.63  -2.03  -1.11
C  -1.55  -1.04  0.64
I  -2.61  0.23  2.00
C  -2.40  -2.16  0.04
C  -3.69  -1.76  -0.64
C  -1.45  1.59  -1.13
F  -2.75  1.41  -1.23
F  -1.21  2.64  -0.26
F  -0.99  2.00  -2.31
P  0.38  3.55  1.86
O  0.18  4.84  1.21
H  4.87  0.96  2.90
H  1.19  -0.23  -2.16
H  0.71  -2.39  -0.21
H  0.83  -2.99  -1.84
H  3.12  -2.81  -1.68
H  2.98  -2.09  -0.09
H  2.97  -1.07  -1.51
H  -0.81  -1.50  1.30
H  -2.64  -2.84  0.85
H  -1.77  -2.72  -0.66
H  -4.25  -2.65  -0.90
H  -4.32  -1.17  0.02
H  -3.52  -1.20  -1.56
H  1.29  3.84  3.06
H  -0.75  2.94  2.44
Ti  2.12  2.55  3.64

What are the natural (NBO) partial charges on each atom? They are as follows, in elementary charge units:
1. C -0.0478
2. C -0.6522
3. Si 1.4359
4. Br -0.0329
5. O -1.2694
6. Si 1.9095
7. C -0.9329
8. I 0.2348
9. C -0.4327
10. C -0.6137
11. C -0.8681
12. I 0.1462
13. C -0.4358
14. C -0.6207
15. C 0.6211
16. F -0.2922
17. F -0.3721
18. F -0.3120
19. P 1.1747
20. O -0.9226
21. H 0.3082
22. H 0.2579
23. H 0.2004
24. H 0.2476
25. H 0.2490
26. H 0.2054
27. H 0.1941
28. H 0.2550
29. H 0.2270
30. H 0.2281
31. H 0.2418
32. H 0.2174
33. H 0.2153
34. H -0.2567
35. H 0.0088
36. Ti 1.4836

---

4.
Molecular formula: C9H15BrO4
Method: DFT, wB97M-V/def2-TZVPD

Output
Energy above the lowest of the compared OMol25 structures with the same formula, charge and spin ... 0.4155 eV
2S+1 ... 1
E_HOMO ... -8.9 eV
E_LUMO ... 0.026 hartree
Total charge ... 0
Energy ... -87805.4112 eV
Max |F| ... 5.936 eV/Å
HOMO-LUMO gap ... 9.6 eV

Positions of all 29 atoms, in Å:
C  -1.46  3.14  0.49
O  -1.50  1.83  -0.10
C  -0.33  1.11  0.11
O  0.26  0.62  -1.08
C  1.04  1.58  -1.71
C  -0.68  -0.30  0.75
O  -1.26  0.12  2.01
C  -1.62  -0.95  -0.22
Br  -3.41  -0.24  -0.05
C  -1.34  -2.02  -0.95
C  -0.05  -2.73  -1.03
C  1.09  -1.99  -0.22
C  0.48  -1.21  1.04
O  1.55  -0.56  1.78
H  -2.13  3.74  -0.07
H  -0.47  3.62  0.52
H  -1.72  3.01  1.50
H  0.36  1.61  0.64
H  1.92  0.93  -2.18
H  1.47  2.15  -0.92
H  0.67  2.30  -2.46
H  -2.03  -0.46  2.09
H  -2.18  -2.40  -1.57
H  -0.20  -3.76  -0.58
H  0.30  -2.85  -2.10
H  1.73  -2.74  0.09
H  1.53  -1.38  -0.87
H  0.14  -2.03  1.59
H  1.34  0.44  1.71

What are the natural (NBO) partial charges on each atom? They are as follows, in elementary charge units:
1. C -0.2458
2. O -0.5333
3. C 0.3823
4. O -0.5496
5. C -0.2471
6. C 0.1248
7. O -0.7147
8. C -0.0587
9. Br 0.0555
10. C -0.1964
11. C -0.4322
12. C -0.3829
13. C 0.0930
14. O -0.7007
15. H 0.1977
16. H 0.1637
17. H 0.1871
18. H 0.1348
19. H 0.1841
20. H 0.1568
21. H 0.1865
22. H 0.4794
23. H 0.2230
24. H 0.2180
25. H 0.2281
26. H 0.2053
27. H 0.2041
28. H 0.1763
29. H 0.4609

---

5.
Molecular formula: C9H15Cl2O3PTiV
Method: DFT, wB97M-V/def2-TZVPD

Output
Energy above the lowest of the compared OMol25 structures with the same formula, charge and spin ... 1.1240 eV
2S+1 ... 4
E_HOMO (spin up / spin down) ... -22.5 / -22.5 eV
E_LUMO (spin up / spin down) ... -0.727 / -0.691 hartree
Total charge ... +4
Energy ... -98803.2741 eV
Max |F| ... 12.294 eV/Å
HOMO-LUMO gap (spin up / spin down) ... 2.7 / 3.7 eV

Positions of all 32 atoms, in Å:
V  -0.16  -0.76  -5.67
Ti  0.44  1.50  -1.25
Cl  -1.03  -2.23  -4.24
Cl  -0.64  3.43  -1.13
C  2.21  1.69  -0.54
C  1.15  -1.79  -6.51
C  0.72  0.89  -5.88
O  3.24  1.98  -0.05
O  1.94  -2.41  -7.12
O  1.22  1.94  -6.03
C  1.99  -1.31  1.47
C  0.50  -1.35  1.19
P  -0.15  0.29  0.66
C  -1.90  -0.05  0.36
C  -2.73  -0.53  1.57
C  0.01  1.44  2.10
C  -0.26  0.78  3.46
H  2.55  -0.99  0.59
H  2.37  -2.29  1.76
H  2.22  -0.61  2.28
H  0.27  -1.99  0.33
H  -0.10  -1.74  2.02
H  -2.32  0.88  -0.05
H  -1.90  -0.79  -0.45
H  -2.87  0.30  2.27
H  -3.73  -0.85  1.25
H  -2.27  -1.39  2.09
H  1.00  1.92  2.09
H  -0.74  2.23  1.96
H  0.29  -0.16  3.62
H  0.01  1.42  4.31
H  -1.31  0.55  3.57

What are the natural (NBO) partial charges on each atom? They are as follows, in elementary charge units:
1. V 1.3308
2. Ti 1.2428
3. Cl 0.0050
4. Cl -0.1693
5. C 0.3872
6. C 0.4432
7. C 0.3933
8. O -0.1764
9. O -0.0747
10. O -0.0964
11. C -0.6239
12. C -0.6660
13. P 0.8762
14. C -0.7256
15. C -0.6032
16. C -0.6946
17. C -0.6279
18. H 0.1829
19. H 0.2875
20. H 0.2407
21. H 0.2342
22. H 0.2975
23. H 0.2536
24. H 0.2315
25. H 0.2441
26. H 0.2800
27. H 0.2354
28. H 0.2606
29. H 0.2755
30. H 0.2258
31. H 0.2935
32. H 0.2362

---

6.
Molecular formula: C9H15ClN3
Method: DFT, wB97M-V/def2-TZVPD

Output
Energy above the lowest of the compared OMol25 structures with the same formula, charge and spin ... 1.3705 eV
2S+1 ... 1
E_HOMO ... -11.1 eV
E_LUMO ... -0.128 hartree
Total charge ... +1
Energy ... -26559.3925 eV
Max |F| ... 4.309 eV/Å
HOMO-LUMO gap ... 7.6 eV

Positions of all 28 atoms, in Å:
C  1.83  2.54  0.17
C  2.49  2.54  -0.98
C  3.42  1.48  -1.30
C  3.24  0.21  -1.13
N  1.98  -0.28  -0.64
C  0.86  0.22  -0.82
Cl  0.44  1.02  -2.46
N  -0.18  0.19  0.06
C  -0.04  -0.69  1.21
C  -0.78  -1.92  0.80
N  -2.12  -1.59  0.41
C  -2.26  -0.54  -0.62
C  -1.47  0.63  -0.23
H  1.91  1.63  0.75
H  1.14  3.31  0.54
H  2.32  3.34  -1.67
H  4.23  1.88  -1.88
H  3.86  -0.59  -1.52
H  -0.44  -0.07  2.07
H  1.06  -0.96  1.36
H  -0.16  -2.28  -0.04
H  -0.78  -2.84  1.58
H  -2.51  -2.39  -0.10
H  -2.69  -1.37  1.24
H  -3.32  -0.44  -0.85
H  -1.72  -0.97  -1.44
H  -1.59  1.26  -1.11
H  -2.07  1.12  0.56

What are the natural (NBO) partial charges on each atom? They are as follows, in elementary charge units:
1. C -0.3981
2. C -0.2092
3. C -0.2521
4. C -0.0111
5. N -0.5693
6. C 0.5809
7. Cl -0.1149
8. N -0.4885
9. C -0.2576
10. C -0.2725
11. N -0.4973
12. C -0.2234
13. C -0.2560
14. H 0.1758
15. H 0.2101
16. H 0.2236
17. H 0.2370
18. H 0.2256
19. H 0.2276
20. H 0.2999
21. H 0.2539
22. H 0.2589
23. H 0.4486
24. H 0.4374
25. H 0.2443
26. H 0.2223
27. H 0.2859
28. H 0.2182

---

7.
Molecular formula: C9H15IN2
Method: DFT, wB97M-V/def2-TZVPD

Output
Energy above the lowest of the compared OMol25 structures with the same formula, charge and spin ... 0.0000 eV
2S+1 ... 1
E_HOMO ... -9.2 eV
E_LUMO ... 0.028 hartree
Total charge ... 0
Energy ... -20655.4817 eV
Max |F| ... 4.666 eV/Å
HOMO-LUMO gap ... 9.9 eV

Positions of all 27 atoms, in Å:
C  -1.45  -1.88  -1.03
C  -0.60  -2.13  0.21
C  -1.39  -1.84  1.49
N  0.55  -1.25  0.17
C  1.85  -1.54  -0.07
C  2.54  -0.35  -0.10
C  1.55  0.61  0.13
C  1.58  2.36  0.31
C  0.30  3.08  0.09
C  0.85  2.92  1.47
N  0.36  0.05  0.29
H  -2.34  -2.50  -1.02
H  -1.74  -0.84  -1.06
H  -0.88  -2.10  -1.94
H  -0.22  -3.16  0.22
H  -0.79  -2.05  2.37
H  -2.29  -2.45  1.52
H  -1.67  -0.79  1.50
H  2.18  -2.55  -0.20
H  3.59  -0.20  -0.26
H  2.53  2.76  -0.01
H  -0.57  2.49  -0.17
H  0.34  4.05  -0.38
H  1.27  3.78  1.97
H  0.35  2.23  2.13
I  0.83  1.26  -3.47
H  1.10  1.13  -1.92

What are the natural (NBO) partial charges on each atom? They are as follows, in elementary charge units:
1. C -0.6136
2. C -0.0300
3. C -0.6139
4. N -0.1587
5. C -0.0326
6. C -0.3613
7. C 0.1431
8. C -0.2187
9. C -0.4306
10. C -0.4220
11. N -0.3260
12. H 0.2110
13. H 0.2266
14. H 0.2166
15. H 0.2035
16. H 0.2138
17. H 0.2118
18. H 0.2317
19. H 0.2181
20. H 0.2345
21. H 0.2229
22. H 0.2324
23. H 0.2181
24. H 0.2138
25. H 0.2249
26. I -0.1259
27. H 0.1105

---

8.
Molecular formula: C9H15N2O3
Method: DFT, wB97M-V/def2-TZVPD

Output
Energy above the lowest of the compared OMol25 structures with the same formula, charge and spin ... 5.6467 eV
2S+1 ... 1
E_HOMO ... -13.9 eV
E_LUMO ... -0.153 hartree
Total charge ... +1
Energy ... -18686.2851 eV
Max |F| ... 3.887 eV/Å
HOMO-LUMO gap ... 9.7 eV

Positions of all 29 atoms, in Å:
C  4.27  2.02  0.26
C  -0.30  -0.59  1.14
C  6.03  0.28  -0.24
C  5.09  -0.88  -0.62
C  2.94  -0.35  0.23
C  -5.14  0.30  -0.41
C  -1.41  0.44  0.87
C  -3.95  0.91  0.35
C  -2.71  0.01  0.12
N  5.21  1.39  0.03
N  3.99  -1.13  0.28
O  -0.18  -1.79  1.09
O  0.89  0.26  1.13
O  2.13  -0.40  1.25
H  6.54  0.25  0.72
H  6.62  0.61  -1.01
H  4.47  -0.70  -1.45
H  5.74  -1.81  -0.87
H  2.64  0.26  -0.53
H  -4.86  -0.05  -1.32
H  -6.03  0.87  -0.63
H  -5.45  -0.69  -0.01
H  -1.44  0.89  1.89
H  -0.97  1.26  0.27
H  -3.62  1.95  0.01
H  -4.03  0.99  1.49
H  -2.80  -1.09  0.41
H  -2.39  0.00  -0.87
H  4.00  -1.66  1.17

What are the natural (NBO) partial charges on each atom? They are as follows, in elementary charge units:
1. C 0.2833
2. C 0.7946
3. C -0.2505
4. C -0.2325
5. C 0.5529
6. C -0.6184
7. C -0.5175
8. C -0.3963
9. C -0.3793
10. N -0.5033
11. N -0.4926
12. O -0.5019
13. O -0.2443
14. O -0.1849
15. H 0.2551
16. H 0.2551
17. H 0.2267
18. H 0.2677
19. H 0.2287
20. H 0.2075
21. H 0.2314
22. H 0.2156
23. H 0.2585
24. H 0.2531
25. H 0.2082
26. H 0.2119
27. H 0.2191
28. H 0.2033
29. H 0.4489